[1]
Here is 2 unconnected molecules or ions with the total composition C20H39F5NO8PS2 at a distorted geometry from the Open Molecules 2025 dataset. Energies are from ωB97M-V/def2-TZVPD.

Geometry as ORCA input:
```
! wB97M-V def2-TZVPD RIJCOSX def2/J DEFGRID3
* xyz 0 1
C 1.26326 1.38598 3.69877
C 0.88381 -0.08978 3.40154
P -0.22849 -0.15653 1.93716
C -1.96820 -0.60296 2.20850
C -2.50107 0.25000 3.40889
N 0.68635 -0.62944 0.47403
C 0.24319 -1.69301 -0.51981
C -1.05938 -2.47417 -0.37224
C -2.27300 -1.99476 -1.21467
C -2.45009 -0.46351 -1.31329
C -3.93905 -0.03990 -1.14794
C -3.93197 1.40409 -0.62551
O -5.24004 1.89711 -0.39536
C -5.16261 3.20464 0.18049
C 0.67384 -1.17887 -1.93118
C 0.93303 -2.37204 -2.91485
O -0.09996 -2.36225 -3.89643
O 0.43134 -1.68537 -5.03617
C 1.95745 -0.41934 -1.45295
S 3.08318 0.22603 -2.70607
C 4.24143 1.37860 -1.92442
O 3.90296 -0.92705 -3.06475
O 2.43197 0.75800 -3.88330
C 1.29539 0.46530 -0.34399
S 0.32227 1.94882 -0.78643
O -0.47694 1.76529 -1.97927
O -0.46545 2.52253 0.27603
C 1.53070 3.29813 -1.22069
F 2.52254 3.31329 -0.30570
F 1.99388 3.17805 -2.44827
C 0.82167 4.71450 -1.11719
F 1.48093 5.50558 -1.97980
F -0.43052 4.68948 -1.52057
F 0.96553 5.24614 0.07391
H 1.90533 1.79160 2.91159
H 0.34941 1.98581 3.75055
H 1.78267 1.45870 4.66007
H 1.82141 -0.59197 3.08946
H 0.47625 -0.60596 4.27303
H -2.67131 -0.47547 1.38569
H -2.07581 -1.64984 2.53050
H -3.21191 1.00659 3.07606
H -1.66157 0.73782 3.91676
H -2.96782 -0.39442 4.15748
H 1.55825 -1.09207 0.89237
H 1.01146 -2.47130 -0.37475
H -0.82798 -3.46888 -0.77915
H -1.32827 -2.70399 0.66321
H -2.13843 -2.37829 -2.23210
H -3.17270 -2.47316 -0.81320
H -2.17658 -0.15174 -2.32451
H -1.87020 0.11874 -0.59054
H -4.45789 -0.66682 -0.41158
H -4.47189 -0.13300 -2.09938
H -3.40066 1.38355 0.34254
H -3.37378 2.02172 -1.34652
H -5.48602 3.18448 1.22695
H -5.74388 3.91561 -0.41343
H -4.12376 3.55936 0.16401
H -0.04571 -0.56949 -2.47851
H 1.87431 -2.17634 -3.43416
H 0.93500 -3.32706 -2.38396
H -0.20140 -0.97178 -5.19140
H 2.57969 -1.17194 -0.94201
H 4.19250 2.36451 -2.38061
H 4.02020 1.39365 -0.85145
H 5.24050 0.95059 -2.01696
H 2.09566 0.87328 0.29527
C 3.55767 -3.93185 3.22103
C 2.45371 -3.38782 2.30145
O 2.78202 -2.13343 1.87305
H 3.68582 -3.29905 4.10180
H 3.30386 -4.94058 3.57179
H 4.51233 -3.99552 2.69603
H 1.51001 -3.48282 2.89097
H 2.32162 -4.16401 1.51411
*
```

LUMO, eV: -0.195
HOMO-LUMO gap, eV: 7.2625



[2]
Here is 3 unconnected molecules or ions with the total composition C20H39F9N3O4S2 at a distorted geometry from the Open Molecules 2025 dataset. Energies are from ωB97M-V/def2-TZVPD.

Geometry as ORCA input:
```
! wB97M-V def2-TZVPD RIJCOSX def2/J DEFGRID3
* xyz -1 1
C -11.47064 0.77146 -5.34691
C -10.81512 -0.70942 -5.09527
C -11.08021 -1.34752 -3.60931
C -10.96941 -0.28845 -2.36380
S -9.32365 0.59020 -2.20573
O -9.64551 2.13357 -2.28799
O -8.31434 0.31174 -3.34489
N -8.49954 0.35347 -0.68363
S -7.67519 -1.18465 -0.60608
O -8.43505 -2.16303 -1.58471
O -7.90179 -1.75527 0.81730
C -5.89050 -1.16022 -1.17437
F -5.58053 -0.17694 -2.23805
F -5.63026 -2.51796 -1.78454
C -4.78385 -0.94610 0.01948
F -4.93587 -1.85022 1.18265
F -3.44627 -1.28756 -0.59343
C -4.66101 0.59162 0.57555
F -4.50193 0.47888 2.07220
F -5.86590 1.42237 0.33724
C -3.35119 1.42158 0.04281
F -3.53851 2.84350 0.51617
F -2.05720 0.97653 0.67796
F -3.24983 1.52020 -1.44738
H -11.38320 1.51703 -4.44939
H -10.84986 1.26466 -6.23925
H -12.58013 0.66737 -5.77081
H -9.65956 -0.74294 -5.39280
H -11.34355 -1.44423 -5.87313
H -12.13247 -1.88882 -3.60682
H -10.27758 -2.20908 -3.43904
H -11.81686 0.53622 -2.51375
H -11.29564 -0.87484 -1.37686
C 4.05444 -0.62108 2.12314
C 3.03659 0.33525 1.51022
N 3.22196 0.56580 0.07436
C 2.41790 1.68082 -0.44073
C 0.90044 1.53097 -0.40656
C 3.24890 -0.62515 -0.77633
C 2.02669 -1.53800 -0.75428
H 5.07830 -0.27884 1.94510
H 3.90309 -0.67873 3.20674
H 3.95116 -1.63774 1.72834
H 3.14342 1.29028 2.03687
H 2.02935 -0.03294 1.73374
H 2.72733 1.90698 -1.46871
H 2.68207 2.58031 0.13298
H 0.54294 0.86275 -1.19153
H 0.43224 2.50696 -0.58341
H 0.53689 1.16829 0.55844
H 4.12472 -1.22404 -0.50313
H 3.44450 -0.32752 -1.81467
H 1.65016 -1.71365 0.25644
H 2.28944 -2.51347 -1.17711
H 1.21424 -1.13792 -1.36466
C 11.77450 0.26501 2.06530
C 10.70160 0.42151 3.13799
N 9.42195 0.92923 2.63410
C 8.49705 1.32766 3.70224
C 7.98202 0.23487 4.63329
C 8.81373 0.17926 1.53393
C 8.50182 -1.29532 1.77038
H 11.94694 1.20678 1.53572
H 12.72009 -0.03810 2.52835
H 11.51220 -0.50606 1.33264
H 11.09461 1.12876 3.87704
H 10.58063 -0.53591 3.65645
H 7.63859 1.85062 3.26272
H 8.99958 2.08723 4.31750
H 7.21927 -0.37921 4.15200
H 7.51187 0.69390 5.51152
H 8.78108 -0.41601 4.99769
H 9.47316 0.25104 0.66194
H 7.89351 0.68433 1.21289
H 9.31249 -1.82086 2.28106
H 8.34491 -1.79603 0.80911
H 7.58377 -1.42519 2.34746
*
```

LUMO, eV: 1.940
HOMO-LUMO gap, eV: 8.3188



[3]
Here is a molecular structure, C20H39IrN4O5 at a distorted geometry from the Open Molecules 2025 dataset. Energies are from ωB97M-V/def2-TZVPD.

Geometry as ORCA input:
```
! wB97M-V def2-TZVPD RIJCOSX def2/J DEFGRID3
* xyz 1 2
Ir 0.53161 0.90448 -0.00786
C 1.84516 -2.83227 0.15959
C 2.16908 -1.63604 1.04435
C 1.38858 -1.71778 2.41148
C -0.16577 -1.75138 2.60984
C -0.83332 -3.06287 2.22939
C -0.48154 -1.35002 4.04071
N -0.64927 -0.66380 1.66363
C -2.03307 -0.12608 1.52036
C -2.02810 1.37797 1.15972
N -1.28425 1.93905 -0.04536
C -0.94356 3.35118 0.29167
C 0.15121 4.04477 -0.54692
O 0.28059 5.22230 -0.44393
O 0.79261 3.33770 -1.52846
C -2.11097 1.81030 -1.30560
C -1.82034 2.80548 -2.42462
C -2.13482 0.37844 -1.85598
C -0.89741 -0.33857 -2.49320
C -0.86393 -0.15151 -4.01074
C -1.10036 -1.82142 -2.18270
N 0.40245 0.16130 -1.92029
C 1.61745 -0.69208 -2.13273
C 2.72760 -0.39739 -1.11159
N 2.22230 -0.29292 0.29763
C 3.04179 0.66178 1.11792
C 2.17981 1.20427 2.27149
O 2.56791 1.20463 3.41249
O 0.97016 1.59044 1.89769
H 1.90154 -3.73218 0.77191
H 2.55276 -2.95674 -0.65615
H 0.84158 -2.79228 -0.26492
H 3.19983 -1.76134 1.39107
H 1.78054 -0.94469 3.07178
H 1.74169 -2.65705 2.84410
H -0.43168 -3.87036 2.84134
H -0.67364 -3.32879 1.18417
H -1.90762 -3.01546 2.41586
H 0.05087 -2.01419 4.72174
H -1.54550 -1.44016 4.26185
H -0.14500 -0.33181 4.25161
H -0.31787 -0.99438 0.74650
H -0.06546 0.13151 2.00109
H -2.53045 -0.20680 2.48670
H -2.57479 -0.75022 0.81586
H -1.60153 1.88364 2.02433
H -3.07911 1.67808 1.09391
H -0.57542 3.33706 1.31542
H -1.81610 4.00890 0.25088
H -3.13718 2.02705 -0.98182
H -0.81869 2.72905 -2.83075
H -1.97523 3.83909 -2.11580
H -2.53733 2.60156 -3.22056
H -2.89297 0.40479 -2.64241
H -2.55578 -0.28720 -1.10345
H -1.79839 -0.49148 -4.45685
H -0.05521 -0.73234 -4.45723
H -0.72395 0.89596 -4.28068
H -2.09485 -2.11477 -2.52016
H -1.05332 -2.01355 -1.10656
H -0.38990 -2.47193 -2.68973
H 0.61847 1.04682 -2.38879
H 2.01843 -0.53511 -3.13542
H 1.32343 -1.73116 -2.06052
H 3.18431 0.56129 -1.34619
H 3.51032 -1.15594 -1.20251
H 3.31995 1.49254 0.47018
H 3.93120 0.18980 1.53843
O 1.78045 2.34282 -1.15623
*
```

LUMO (spin up / spin down), eV: -2.310 / -2.361
Relative energy (zero: lowest compared OMol25 entry of this formula, charge and spin), eV: 5.4980
Expectation value of S²: 0.75
HOMO-LUMO gap (spin up / spin down), eV: 7.5008 / 8.7955



Sequential E output: -3078.81423 -2945.53351 -1484.67935 Ha